{"formula": "Fe2H24O16P", "method": "wB97M-V/def2-TZVPD", "elements": ["Fe", "Fe", "P", "O", "O", "O", "O", "O", "H", "H", "O", "H", "H", "O", "H", "H", "O", "H", "H", "O", "H", "H", "O", "H", "H", "O", "H", "H", "O", "H", "H", "O", "H", "H", "O", "H", "H", "O", "H", "H", "O", "H", "H"], "coordinates": [[2.32, 2.05, -0.54], [-1.57, -1.27, 0.29], [0.33, 0.44, -0.21], [0.41, -0.89, 0.58], [0.72, 1.71, 0.61], [-1.16, 0.48, -0.57], [1.27, 0.60, -1.42], [-3.59, 1.95, -0.37], [-3.75, 2.62, 0.30], [-2.63, 1.83, -0.37], [2.49, -2.45, 1.08], [2.33, -3.14, 1.73], [1.64, -1.97, 1.00], [-1.00, 3.94, 0.57], [-0.25, 3.33, 0.56], [-1.31, 3.98, -0.35], [-3.52, -1.38, -0.35], [-3.58, -1.42, -1.31], [-4.42, -1.25, -0.04], [0.28, 0.94, 3.12], [0.44, 1.22, 2.18], [1.15, 0.90, 3.54], [2.39, -1.91, -1.70], [2.64, -2.26, -0.83], [1.96, -1.06, -1.55], [-1.21, 1.60, -3.05], [-1.09, 1.03, -2.25], [-0.56, 1.30, -3.70], [1.05, -2.08, 3.65], [0.69, -1.40, 3.06], [0.80, -1.77, 4.53], [1.51, 0.43, -4.15], [2.39, 0.05, -4.24], [1.42, 0.66, -3.21], [-1.04, -2.07, -1.76], [-0.22, -1.97, -2.25], [-1.71, -2.29, -2.42], [3.34, 0.48, 0.57], [4.06, -0.14, 0.38], [2.79, 0.03, 1.24], [-2.07, -0.39, 2.18], [-2.40, -0.64, 3.05], [-1.34, 0.22, 2.38]], "lumo_ev": [-5.4, -5.4], "total_charge": 1, "multiplicity": 9, "gap_ev": [7.86, 7.45]}


{"formula": "C55H145N11O17", "method": "wB97M-V/def2-TZVPD", "elements": ["C", "O", "C", "C", "C", "N", "H", "H", "H", "H", "H", "H", "H", "H", "H", "H", "H", "C", "O", "C", "C", "C", "N", "H", "H", "H", "H", "H", "H", "H", "H", "H", "H", "H", "C", "O", "C", "C", "C", "N", "H", "H", "H", "H", "H", "H", "H", "H", "H", "H", "H", "C", "O", "C", "C", "C", "N", "H", "H", "H", "H", "H", "H", "H", "H", "H", "H", "H", "C", "O", "C", "C", "C", "N", "H", "H", "H", "H", "H", "H", "H", "H", "H", "H", "H", "C", "O", "C", "C", "C", "N", "H", "H", "H", "H", "H", "H", "H", "H", "H", "H", "H", "C", "O", "C", "C", "N", "C", "C", "O", "C", "H", "H", "H", "H", "H", "H", "H", "H", "H", "H", "H", "H", "H", "H", "H", "C", "O", "C", "C", "N", "C", "C", "O", "C", "H", "H", "H", "H", "H", "H", "H", "H", "H", "H", "H", "H", "H", "H", "H", "C", "O", "C", "C", "N", "C", "C", "O", "C", "H", "H", "H", "H", "H", "H", "H", "H", "H", "H", "H", "H", "H", "H", "H", "C", "O", "C", "C", "N", "C", "C", "O", "C", "H", "H", "H", "H", "H", "H", "H", "H", "H", "H", "H", "H", "H", "H", "H", "C", "O", "C", "C", "N", "C", "C", "O", "C", "H", "H", "H", "H", "H", "H", "H", "H", "H", "H", "H", "H", "H", "H", "H", "C", "O", "H", "H", "H", "H"], "coordinates": [[0.73, -4.64, -4.29], [1.09, -5.48, -5.42], [2.43, -6.06, -5.21], [3.56, -5.10, -5.62], [3.55, -5.04, -7.16], [4.89, -5.54, -5.19], [0.87, -5.05, -3.29], [-0.33, -4.46, -4.50], [1.14, -3.64, -4.41], [2.53, -6.57, -4.25], [2.43, -6.87, -5.93], [3.35, -4.04, -5.48], [2.68, -4.57, -7.60], [3.70, -6.01, -7.62], [4.39, -4.47, -7.56], [4.84, -6.38, -4.63], [5.35, -4.86, -4.60], [10.83, 0.32, 1.50], [9.55, 0.87, 1.20], [9.53, 1.70, 0.06], [9.18, 0.91, -1.31], [8.97, 1.85, -2.52], [8.08, 0.03, -1.26], [11.25, -0.07, 0.57], [10.56, -0.56, 2.09], [11.51, 0.94, 2.07], [8.94, 2.53, 0.47], [10.44, 2.29, -0.03], [10.04, 0.29, -1.57], [8.19, 2.57, -2.29], [8.78, 1.25, -3.41], [9.92, 2.36, -2.68], [7.89, 0.13, -0.28], [7.30, 0.55, -1.63], [0.12, 6.30, 4.76], [-0.08, 5.03, 5.43], [-1.39, 4.53, 5.51], [-1.39, 3.10, 6.13], [-0.21, 2.23, 5.60], [-2.61, 2.46, 5.83], [1.06, 6.37, 4.21], [0.17, 7.06, 5.54], [-0.74, 6.65, 4.21], [-2.00, 5.14, 6.18], [-1.72, 4.65, 4.48], [-1.24, 3.23, 7.20], [-0.22, 1.17, 5.86], [0.75, 2.68, 5.85], [-0.18, 2.33, 4.52], [-2.47, 1.54, 6.23], [-2.63, 2.22, 4.85], [-3.22, -9.25, 4.50], [-4.50, -9.69, 4.15], [-4.86, -9.59, 2.77], [-6.46, -9.36, 2.77], [-7.25, -10.44, 3.51], [-7.01, -9.20, 1.43], [-3.07, -8.27, 4.05], [-2.46, -9.97, 4.18], [-3.33, -9.13, 5.57], [-4.37, -8.75, 2.28], [-4.48, -10.49, 2.30], [-6.54, -8.43, 3.33], [-7.12, -10.16, 4.55], [-6.98, -11.48, 3.29], [-8.31, -10.28, 3.34], [-6.63, -9.99, 0.92], [-8.01, -9.18, 1.30], [0.01, -3.92, 1.77], [1.36, -3.34, 1.89], [1.52, -1.91, 1.91], [1.36, -1.19, 0.54], [1.95, 0.16, 0.69], [-0.05, -0.93, 0.30], [-0.37, -3.70, 0.78], [-0.68, -3.55, 2.53], [-0.04, -5.00, 1.91], [0.90, -1.49, 2.69], [2.57, -1.82, 2.20], [1.92, -1.67, -0.26], [1.68, 0.57, 1.67], [1.62, 0.90, -0.04], [3.03, 0.21, 0.79], [-0.52, -0.44, 1.04], [-0.18, -0.44, -0.57], [5.11, -0.14, -6.42], [3.92, 0.46, -5.87], [3.81, 1.86, -6.11], [2.63, 2.39, -5.31], [1.26, 1.73, -5.68], [2.62, 3.84, -5.41], [4.82, -0.32, -7.46], [5.26, -1.13, -5.98], [5.94, 0.56, -6.34], [4.73, 2.32, -5.74], [3.65, 2.00, -7.18], [2.92, 2.06, -4.32], [1.19, 0.66, -5.48], [1.17, 1.91, -6.75], [0.43, 2.20, -5.16], [3.30, 4.33, -5.97], [1.71, 4.02, -5.82], [-9.02, -7.67, -6.01], [-9.06, -7.55, -4.57], [-7.83, -7.44, -3.83], [-7.22, -6.01, -3.82], [-8.28, -5.06, -3.44], [-8.31, -4.79, -1.97], [-7.10, -3.88, -1.62], [-5.98, -4.62, -1.23], [-5.97, -4.90, 0.19], [-8.18, -7.09, -6.39], [-9.91, -7.34, -6.55], [-8.92, -8.75, -6.15], [-7.09, -8.21, -4.03], [-8.07, -7.67, -2.79], [-6.80, -5.82, -4.81], [-6.37, -5.97, -3.14], [-9.07, -5.59, -3.79], [-8.30, -5.69, -1.36], [-9.15, -4.21, -1.60], [-7.41, -3.19, -0.84], [-6.86, -3.26, -2.48], [-6.65, -5.75, 0.28], [-6.17, -3.99, 0.75], [-4.97, -5.26, 0.45], [-1.92, 5.74, -6.91], [-2.26, 5.97, -5.57], [-3.29, 7.05, -5.50], [-3.43, 7.54, -4.08], [-3.87, 6.46, -3.18], [-3.71, 6.62, -1.77], [-2.25, 6.74, -1.27], [-1.30, 5.88, -1.83], [-1.35, 4.50, -1.49], [-1.12, 6.37, -7.30], [-2.83, 5.92, -7.49], [-1.61, 4.73, -7.15], [-4.28, 6.74, -5.83], [-3.16, 7.82, -6.25], [-4.22, 8.29, -4.18], [-2.42, 7.87, -3.81], [-3.26, 5.74, -3.54], [-4.17, 5.77, -1.25], [-4.38, 7.40, -1.41], [-2.15, 6.74, -0.18], [-1.99, 7.80, -1.38], [-0.71, 4.32, -0.63], [-0.98, 4.11, -2.44], [-2.30, 4.00, -1.32], [3.87, 6.52, -0.22], [4.52, 7.66, -0.62], [5.48, 7.47, -1.57], [6.09, 8.70, -2.27], [6.84, 9.62, -1.37], [7.44, 10.68, -2.22], [8.37, 11.57, -1.37], [7.55, 12.17, -0.34], [8.24, 12.52, 0.85], [3.32, 6.51, 0.72], [4.59, 5.71, -0.11], [3.26, 6.31, -1.10], [4.97, 6.93, -2.37], [6.25, 6.82, -1.13], [5.23, 9.27, -2.64], [6.66, 8.42, -3.16], [6.15, 10.14, -0.84], [6.65, 11.33, -2.61], [7.76, 10.17, -3.13], [9.01, 12.21, -1.97], [8.97, 10.78, -0.93], [7.69, 13.16, 1.53], [9.16, 13.02, 0.55], [8.54, 11.60, 1.36], [5.61, -3.81, 4.47], [5.40, -4.93, 3.54], [5.11, -6.15, 4.15], [4.87, -7.17, 3.04], [3.45, -7.25, 2.72], [3.33, -7.63, 1.32], [3.34, -9.20, 1.11], [2.20, -9.79, 1.77], [0.93, -9.72, 0.94], [5.07, -3.97, 5.40], [5.48, -2.84, 4.00], [6.66, -3.94, 4.76], [4.27, -6.17, 4.84], [5.91, -6.55, 4.77], [5.08, -8.20, 3.32], [5.51, -6.94, 2.19], [3.12, -6.34, 2.99], [4.11, -7.31, 0.62], [2.44, -7.16, 0.89], [4.26, -9.53, 1.58], [3.28, -9.43, 0.05], [1.17, -10.30, 0.04], [0.62, -8.75, 0.56], [0.01, -10.20, 1.28], [-5.29, 1.90, 1.77], [-4.99, 3.05, 2.65], [-6.12, 3.85, 2.77], [-5.84, 5.22, 3.43], [-5.94, 5.00, 4.91], [-6.09, 6.25, 5.72], [-7.49, 6.91, 5.84], [-7.92, 7.08, 7.26], [-8.99, 7.97, 7.61], [-4.64, 1.03, 1.86], [-5.41, 2.34, 0.78], [-6.32, 1.56, 1.91], [-6.93, 3.24, 3.17], [-6.47, 4.12, 1.77], [-6.59, 5.92, 3.06], [-4.82, 5.44, 3.11], [-5.29, 4.37, 5.36], [-5.36, 6.90, 5.24], [-5.76, 6.06, 6.75], [-8.33, 6.48, 5.30], [-7.40, 7.90, 5.40], [-9.93, 7.81, 7.08], [-8.65, 8.96, 7.30], [-9.05, 7.90, 8.69], [-1.78, -4.85, 7.71], [-2.91, -3.99, 7.82], [-1.39, -4.94, 8.72], [-2.01, -5.84, 7.33], [-1.12, -4.38, 6.97], [-2.67, -3.09, 8.07]], "lumo_ev": 0.1, "total_charge": 0, "smiles": "COC[C@H](C)N.COC[C@H](C)N.COC[C@H](C)N.COC[C@H](C)N.COC[C@H](C)N.COC[C@H](C)N.COCCNCCOC.COCCNCCOC.COCCNCCOC.COCCNCCOC.COCCNCCOC.CO", "e_above_lowest_kj_mol": 657.9, "gap_ev": 8.43}


{"formula": "H2N2O2S", "method": "wB97M-V/def2-TZVPD", "elements": ["N", "N", "O", "O", "S", "H", "H"], "coordinates": [[0.68, -0.16, -0.18], [-0.44, -0.18, 0.78], [-0.14, -2.69, 0.48], [1.54, -1.56, 1.74], [0.50, -1.46, 0.82], [0.28, 0.08, -1.39], [-0.50, 0.82, 1.21]], "lumo_ev": 0.1, "total_charge": 0, "e_above_lowest_kj_mol": 259.2, "gap_ev": 10.33}


{"formula": "C4H11AuO2", "method": "wB97M-V/def2-TZVPD", "elements": ["H", "O", "C", "H", "H", "H", "C", "O", "C", "C", "Au", "H", "H", "H", "H", "H", "H", "H"], "coordinates": [[-2.70, -0.13, 0.62], [-3.59, -0.26, 1.05], [-4.07, -1.55, 0.74], [-3.82, -2.28, 1.53], [-5.16, -1.48, 0.66], [-3.69, -1.92, -0.22], [-4.61, 1.14, -2.71], [-5.79, 1.13, -1.92], [-5.66, 1.57, -0.63], [-6.86, 1.44, 0.23], [-7.49, 0.25, -2.74], [-4.87, 0.75, -3.70], [-4.23, 2.17, -2.80], [-3.84, 0.50, -2.25], [-6.88, 2.27, 0.94], [-4.64, 1.59, -0.23], [-7.85, 1.49, -0.28], [-6.87, 0.46, 0.75]], "lumo_ev": [-3.5, -9.1], "total_charge": 1, "multiplicity": 4, "e_above_lowest_kj_mol": 0.0, "gap_ev": [8.50, 4.61]}


{"formula": "C6H10N2O2", "method": "wB97M-V/def2-TZVPD", "elements": ["C", "C", "C", "C", "N", "C", "O", "C", "O", "N", "H", "H", "H", "H", "H", "H", "H", "H", "H", "H"], "coordinates": [[-0.67, -0.24, 0.78], [2.12, 0.99, -1.41], [-1.86, -0.94, 0.09], [-0.58, -0.58, 2.26], [0.80, 0.47, -1.06], [-0.61, 1.15, 0.54], [0.02, 0.22, -2.25], [0.79, -0.71, -0.16], [-0.63, 2.29, 0.68], [1.52, -1.64, -0.01], [-0.22, 1.08, -2.61], [2.63, 0.30, -2.09], [2.72, 1.10, -0.51], [1.99, 1.97, -1.87], [-1.69, -2.01, 0.19], [-1.89, -0.70, -0.97], [-2.81, -0.69, 0.56], [-0.22, -1.61, 2.31], [-1.55, -0.50, 2.76], [0.13, 0.06, 2.79]], "lumo_ev": 0.2, "total_charge": 0, "e_above_lowest_kj_mol": 569.9, "gap_ev": 7.74}


{"formula": "C7H7N2O4", "method": "wB97M-V/def2-TZVPD", "elements": ["O", "C", "C", "C", "O", "C", "C", "O", "C", "O", "N", "C", "N", "H", "H", "H", "H", "H", "H", "H"], "coordinates": [[4.02, -0.79, 1.02], [3.45, -0.13, 0.20], [1.99, -0.04, 0.12], [1.05, -0.68, 0.95], [-0.31, -0.81, 1.14], [-1.67, -0.39, 0.47], [-2.50, 0.36, 1.51], [-3.03, 1.39, 1.26], [-2.25, -1.73, -0.04], [-2.34, -1.98, -1.19], [-1.21, 0.47, -0.63], [-0.02, 0.87, -1.13], [1.28, 0.70, -0.88], [3.96, 0.47, -0.57], [1.48, -1.29, 1.75], [-2.53, -0.16, 2.48], [-2.51, -2.41, 0.78], [-2.00, 0.87, -1.13], [-0.18, 1.52, -1.98], [1.88, 1.20, -1.54]], "lumo_ev": -4.7, "total_charge": 1, "smiles": "O=CC1=COC(C=O)(C=O)[NH+]=CN1", "e_above_lowest_kj_mol": 0.0, "gap_ev": 8.82}